C23H33IrN4O2Sb2Se | ωB97M-V/def2-TZVPD

Calculated values
Energy relative to the best compared isomer or geometry (same formula, charge and spin)   3.093 eV
Frontier orbital gap (alpha / beta)   6.45 / 5.86 eV
Spin multiplicity   2
Lowest unoccupied orbital energy (alpha / beta)   -9.88 / -10.23 eV
Total charge   +3

Each line ends with the Löwdin spin population.
Atoms and positions in Å:
Ir -0.828 -1.109 0.194  0.72
C 3.061 -1.985 -0.180  -0.01
Sb 1.543 -0.524 -0.365  -0.01
C 1.681 0.157 -2.356  0.00
C 2.103 1.219 0.850  0.01
C 2.517 2.199 -0.166  0.00
C 3.816 2.157 -0.692  0.00
C 4.183 2.957 -1.753  0.00
C 3.244 3.815 -2.339  0.00
C 1.971 3.884 -1.825  0.00
C 1.586 3.106 -0.715  0.00
C 0.263 3.345 -0.131  0.00
Sb -1.559 2.211 -0.767  0.00
C -1.672 2.151 -2.896  0.00
C -3.128 3.534 -0.255  0.00
H 2.784 -2.865 -0.757  0.00
H 3.187 -2.249 0.867  0.00
H 3.988 -1.568 -0.574  0.00
H 2.650 0.628 -2.504  0.00
H 0.888 0.872 -2.551  0.00
H 1.574 -0.698 -3.022  0.00
H 2.894 0.872 1.513  0.00
H 1.235 1.487 1.450  0.00
H 4.542 1.487 -0.245  0.00
H 5.195 2.925 -2.134  0.00
H 3.530 4.447 -3.169  0.00
H 1.268 4.596 -2.244  0.00
H -0.094 4.329 -0.455  0.00
H 0.205 3.291 0.956  0.00
H -1.754 3.191 -3.219  0.00
H -2.565 1.603 -3.193  0.00
H -0.784 1.691 -3.316  0.00
H -3.018 4.442 -0.849  0.00
H -3.089 3.771 0.804  0.00
H -4.072 3.048 -0.500  0.00
O -2.228 0.600 0.230  0.02
N -2.588 0.959 1.497  0.03
N -1.859 0.430 2.386  -0.01
O -0.875 -0.361 2.117  0.03
C -2.136 0.702 3.765  0.00
C -3.312 1.373 4.107  0.00
C -3.554 1.623 5.442  0.00
C -2.643 1.209 6.410  0.00
C -1.480 0.538 6.047  0.00
C -1.215 0.273 4.717  0.00
H -4.022 1.673 3.350  0.00
H -4.461 2.134 5.733  0.00
H -2.844 1.406 7.454  0.00
H -0.779 0.217 6.805  0.00
H -0.318 -0.252 4.425  0.00
C -1.122 -4.757 0.582  0.00
N -0.470 -4.895 -0.717  0.01
C 0.208 -6.016 -1.133  0.00
C 0.619 -5.786 -2.402  0.00
N 0.189 -4.525 -2.744  0.00
C 0.398 -3.901 -4.050  0.01
C -0.465 -3.985 -1.704  0.02
Se -1.365 -2.305 -1.756  0.17
H -1.234 -5.747 1.016  0.00
H -2.107 -4.316 0.451  0.00
H -0.518 -4.140 1.247  0.00
H 0.322 -6.884 -0.506  0.00
H 1.158 -6.413 -3.091  0.00
H 0.744 -4.664 -4.741  0.00
H 1.147 -3.115 -3.980  0.00
H -0.537 -3.491 -4.420  0.00